A 2-piece molecular cluster, CH4N2O2S overall at a distorted geometry. Source: the OMol25 dataset; level of theory: the ωB97M-V functional and the def2-TZVPD basis.

Output
E_HOMO (alpha / beta) = -7.68 / -7.67 eV
LUMO (alpha / beta) = 0.0053 / 0.0053 hartree
Energy above the lowest of the compared OMol25 structures with the same formula, charge and spin = 3.9139 eV
2S+1 = 1
Total charge = 0
Total energy = -698.531490 hartree
Kohn-Sham gap (alpha / beta) = 0.287 / 0.287 hartree

```
10
Properties=species:S:1:pos:R:3:nbo_charge:R:1
C -0.34 -1.25 0.21 0.858
N -1.45 -0.71 -0.14 -0.843
N 0.87 0.49 -0.56 -0.530
O 0.20 -2.22 0.61 -0.513
O 2.13 0.55 0.09 -0.565
S -0.06 1.84 -0.49 0.210
H -1.35 0.32 -0.35 0.416
H -2.35 -1.18 -0.05 0.419
H 2.35 -0.33 -0.11 0.470
H 0.00 2.50 0.79 0.078
```

=====

One molecule with the formula C17H13NO3 at a distorted geometry. Source: the OMol25 dataset; level of theory: the ωB97M-V functional and the def2-TZVPD basis.

Output
E_HOMO = -9.51 eV
LUMO = -0.0354 hartree
Energy above the lowest of the compared OMol25 structures with the same formula, charge and spin = 0.0000 eV
SMILES = NC(=O)CCc1cccc2c1C(=O)c1ccccc1C2=O
2S+1 = 1
Total charge = 0
Total energy = -936.106626 hartree
Kohn-Sham gap = 0.314 hartree

```
34
Properties=species:S:1:pos:R:3:nbo_charge:R:1
N 1.74 -2.25 2.27 -0.895
C 2.72 -2.14 1.22 0.702
O 3.19 -3.13 0.69 -0.554
C 3.16 -0.76 0.71 -0.510
C 2.40 0.47 1.31 -0.449
C 1.63 1.18 0.19 0.025
C 2.36 2.06 -0.60 -0.191
C 1.80 2.74 -1.67 -0.182
C 0.45 2.53 -1.93 -0.167
C -0.31 1.67 -1.18 -0.131
C 0.27 0.99 -0.08 -0.080
C -0.62 0.09 0.74 0.532
O -0.38 -0.29 1.86 -0.532
C -1.95 -0.33 0.13 -0.063
C -2.60 -1.40 0.72 -0.184
C -3.84 -1.84 0.27 -0.192
C -4.41 -1.15 -0.81 -0.195
C -3.76 -0.10 -1.42 -0.167
C -2.53 0.32 -0.96 -0.137
C -1.77 1.48 -1.56 0.551
O -2.34 2.21 -2.35 -0.517
H 2.01 -3.05 2.84 0.385
H 0.84 -2.41 1.84 0.393
H 4.25 -0.65 0.85 0.246
H 3.00 -0.75 -0.38 0.239
H 3.18 1.19 1.63 0.211
H 1.81 0.25 2.20 0.277
H 3.42 2.23 -0.40 0.215
H 2.41 3.43 -2.24 0.223
H 0.02 3.07 -2.78 0.238
H -2.19 -1.93 1.58 0.231
H -4.37 -2.66 0.74 0.222
H -5.39 -1.48 -1.16 0.219
H -4.22 0.42 -2.26 0.238
```

=====

C33H26FGeHfNO3Se2Te2 as an isolated structure at a distorted geometry. Source: the OMol25 dataset; level of theory: the ωB97M-V functional and the def2-TZVPD basis.

Output
E_HOMO = -0.07 eV
LUMO = 0.1259 hartree
Energy above the lowest of the compared OMol25 structures with the same formula, charge and spin = 0.5967 eV
2S+1 = 1
Total charge = -2
Total energy = -9117.475596 hartree
Kohn-Sham gap = 0.129 hartree

```
70
Properties=species:S:1:pos:R:3:nbo_charge:R:1
Hf 0.57 -2.00 1.34 1.316
C -2.12 2.25 6.67 -0.620
C -2.19 2.94 5.31 -0.019
C -1.34 4.20 5.30 -0.399
C -1.51 4.93 3.98 -0.416
C -1.20 4.01 2.84 -0.036
C -0.75 4.48 1.63 -0.242
C -0.43 3.61 0.58 0.387
F 0.01 4.17 -0.56 -0.324
C -0.54 2.25 0.71 -0.224
C -1.00 1.75 1.94 -0.054
C -1.10 0.30 2.10 0.518
O -0.86 -0.44 1.09 -0.706
C -1.50 -0.19 3.36 -0.264
C -1.84 0.71 4.32 0.124
N -1.77 2.05 4.20 -0.349
C -1.33 2.60 3.00 0.150
C -1.45 -1.67 3.77 0.815
O -2.28 -2.04 4.59 -0.694
O -0.49 -2.31 3.23 -0.739
H -2.33 3.00 7.43 0.211
H -1.12 1.84 6.85 0.229
H -2.84 1.45 6.79 0.223
H -3.23 3.22 5.11 0.186
H -0.30 3.92 5.45 0.218
H -1.64 4.83 6.14 0.206
H -0.87 5.81 3.93 0.217
H -2.55 5.29 3.90 0.204
H -0.62 5.54 1.47 0.213
H -0.27 1.57 -0.08 0.288
H -2.18 0.31 5.26 0.235
Se -0.06 -4.27 0.60 -0.842
Te 3.63 -2.53 0.12 0.277
Te 3.08 -2.73 2.85 0.107
Se 2.17 -0.41 3.05 -0.624
C 1.98 -1.29 -0.29 -1.663
Ge 1.23 -1.75 -1.96 1.570
C 0.73 -3.50 -2.76 -0.406
C -0.56 -3.92 -3.08 -0.189
C -0.80 -5.14 -3.69 -0.230
C 0.25 -5.99 -3.99 -0.244
C 1.55 -5.60 -3.68 -0.235
C 1.77 -4.36 -3.09 -0.145
C -0.26 -0.46 -2.30 -0.405
C -1.60 -0.72 -2.02 -0.208
C -2.58 0.25 -2.18 -0.222
C -2.24 1.51 -2.64 -0.248
C -0.91 1.80 -2.91 -0.256
C 0.06 0.82 -2.74 -0.157
C 2.51 -1.21 -3.43 -0.403
C 2.22 -1.31 -4.79 -0.150
C 3.13 -0.95 -5.77 -0.259
C 4.39 -0.48 -5.41 -0.250
C 4.70 -0.36 -4.07 -0.221
C 3.77 -0.71 -3.09 -0.232
H -1.41 -3.31 -2.83 0.202
H -1.82 -5.44 -3.91 0.189
H 0.07 -6.96 -4.46 0.186
H 2.38 -6.25 -3.90 0.188
H 2.80 -4.08 -2.87 0.201
H -1.88 -1.68 -1.60 0.223
H -3.61 0.01 -1.94 0.195
H -3.00 2.27 -2.77 0.190
H -0.63 2.79 -3.25 0.197
H 1.10 1.07 -2.95 0.211
H 1.25 -1.69 -5.10 0.198
H 2.87 -1.04 -6.82 0.188
H 5.11 -0.20 -6.17 0.186
H 5.68 0.01 -3.77 0.191
H 4.01 -0.57 -2.05 0.234
```

=====

C16H24N2SiTi as an isolated structure at a distorted geometry. Source: the OMol25 dataset; level of theory: the ωB97M-V functional and the def2-TZVPD basis.

Output
E_HOMO (alpha / beta) = 2.82 / 2.80 eV
LUMO (alpha / beta) = 0.1610 / 0.1604 hartree
Expectation value of S² = 2.006
Energy above the lowest of the compared OMol25 structures with the same formula, charge and spin = 1.9316 eV
2S+1 = 3
Total charge = -2
Total energy = -1872.251698 hartree
Kohn-Sham gap (alpha / beta) = 0.058 / 0.057 hartree

```
44
Properties=species:S:1:pos:R:3:lowdin_spin:R:1
C 2.79 -1.27 0.32 0.057
C 2.85 -1.66 -1.06 0.043
C 1.82 -2.63 -1.30 0.056
C 1.17 -2.92 -0.03 0.056
C 1.75 -2.05 0.96 0.077
Ti 0.80 -0.91 -0.55 1.545
N 2.26 2.48 -0.42 0.006
C 2.89 3.62 -0.17 0.000
C 2.85 4.69 -1.21 0.001
H 1.63 -3.16 -2.23 0.009
H 3.58 -1.32 -1.78 0.001
H 0.45 -3.73 0.14 0.004
H 1.53 -2.06 2.03 0.009
H 3.49 -0.65 0.85 0.005
H 3.44 4.68 -2.09 0.001
H 3.90 3.17 -0.13 0.000
H 1.84 2.02 0.39 0.002
H 2.01 5.38 -1.14 0.000
H 2.47 4.11 0.75 0.000
C -0.37 -0.28 -2.56 0.037
Si -1.75 -0.85 -1.37 0.023
C -3.14 0.40 -1.37 0.002
C -2.46 -2.50 -1.88 0.003
N -1.01 -1.02 0.23 0.019
C -1.20 -0.40 1.47 0.012
C -1.61 0.94 1.57 0.006
C -1.89 1.52 2.81 0.001
C -1.72 0.80 3.99 0.004
C -1.23 -0.51 3.91 0.000
C -0.98 -1.11 2.68 0.005
H -1.02 0.19 -3.30 0.003
H 0.21 -1.04 -3.10 0.009
H 0.33 0.52 -2.23 0.003
H -3.88 0.20 -2.16 0.000
H -3.67 0.37 -0.41 0.000
H -2.77 1.42 -1.52 0.000
H -1.70 -3.24 -2.17 0.001
H -3.02 -2.93 -1.04 0.000
H -3.16 -2.41 -2.73 0.000
H -1.67 1.54 0.66 0.000
H -2.26 2.54 2.85 0.000
H -1.96 1.25 4.95 0.000
H -1.04 -1.06 4.83 0.000
H -0.57 -2.12 2.63 0.000
```

=====

One molecule with the formula C12H15Br3F4O3. Source: the OMol25 dataset; level of theory: the ωB97M-V functional and the def2-TZVPD basis.

Output
E_HOMO = -10.08 eV
LUMO = 0.0089 hartree
SMILES = CCCO[C@]1([C@H](Br)[C@@H](C)Br)COC(=O)[C@]1(Br)C(F)(F)C(F)F
2S+1 = 1
Total charge = 0
Total energy = -8813.459217 hartree
Kohn-Sham gap = 0.379 hartree

```
37
Properties=species:S:1:pos:R:3:nbo_charge:R:1
C 2.88 -1.88 1.16 -0.613
C 2.41 -1.53 -0.26 -0.427
C 0.90 -1.55 -0.42 -0.062
O 0.33 -0.31 0.05 -0.580
C -0.69 0.31 -0.70 0.243
C -1.89 -0.67 -0.91 -0.292
Br -3.27 0.19 -1.97 0.061
C -2.35 -1.56 0.30 -0.253
C -2.10 -1.12 1.74 -0.653
Br -4.23 -2.09 0.17 0.016
C -0.13 0.71 -2.10 -0.113
O -0.53 2.06 -2.35 -0.481
C -1.01 2.67 -1.26 0.762
O -1.36 3.79 -1.25 -0.502
C -0.96 1.71 -0.05 -0.247
Br -2.61 1.94 0.96 0.130
C 0.16 2.19 0.92 0.627
F -0.17 3.43 1.34 -0.304
F 0.20 1.41 2.01 -0.310
C 1.61 2.29 0.30 0.521
F 2.42 1.38 0.87 -0.320
F 2.12 3.50 0.54 -0.313
H 2.11 -1.63 1.90 0.213
H 3.11 -2.95 1.26 0.209
H 3.78 -1.32 1.44 0.221
H 2.76 -0.52 -0.51 0.218
H 2.84 -2.21 -1.00 0.211
H 0.62 -1.75 -1.46 0.174
H 0.46 -2.35 0.20 0.183
H -1.51 -1.38 -1.64 0.224
H -1.85 -2.52 0.13 0.221
H -2.89 -0.46 2.10 0.234
H -2.11 -2.01 2.38 0.223
H -1.14 -0.63 1.85 0.239
H -0.50 0.09 -2.92 0.214
H 0.96 0.65 -2.08 0.193
H 1.61 2.13 -0.78 0.133
```

=====

A 11-piece molecular cluster, C25H76N4O11 overall at a distorted geometry. Source: the OMol25 dataset; level of theory: the ωB97M-V functional and the def2-TZVPD basis.

Output
E_HOMO = -9.43 eV
LUMO = 0.0146 hartree
SMILES = COC[C@H](C)N.COC[C@H](C)N.COC[C@H](C)N.COC[C@H](C)N.CCO.CCO.CO.CO.CO.CO.CO
2S+1 = 1
Total charge = 0
Total energy = -2044.536021 hartree
Kohn-Sham gap = 0.361 hartree

```
116
Properties=species:S:1:pos:R:3:mulliken_charge:R:1
C 11.15 -11.42 18.20 -0.624
O 12.31 -11.06 18.93 -0.535
H 10.46 -10.58 18.08 0.161
H 11.35 -11.88 17.25 0.338
H 10.68 -12.19 18.84 0.269
H 12.81 -10.43 18.44 0.228
C 19.88 -6.08 17.91 -0.614
O 18.99 -7.18 17.72 -0.428
H 20.86 -6.37 18.35 0.280
H 19.94 -5.54 16.98 0.247
H 19.51 -5.32 18.64 0.252
H 18.74 -7.52 18.57 0.229
C 17.40 -11.34 19.55 -0.245
O 18.17 -12.07 20.53 -0.548
H 17.14 -12.06 18.79 0.312
H 16.49 -10.89 19.97 0.086
H 17.94 -10.52 18.99 0.113
H 18.50 -11.40 21.17 0.295
C 15.27 -3.52 18.05 -0.217
O 15.38 -2.21 18.62 -0.569
H 15.79 -4.20 18.66 0.186
H 14.22 -3.79 17.92 0.055
H 15.79 -3.47 17.09 0.289
H 14.74 -1.63 18.23 0.294
C 16.09 -7.07 21.11 -0.530
O 16.23 -8.38 20.71 -0.548
H 17.02 -6.57 20.95 0.317
H 15.33 -6.54 20.53 -0.018
H 15.77 -7.02 22.14 0.283
H 15.47 -8.57 20.19 0.434
C 12.18 -9.00 22.03 -1.509
C 11.10 -8.92 21.03 1.000
C 9.80 -8.74 21.78 -1.015
O 9.89 -7.57 22.48 -0.204
C 8.68 -7.36 23.13 -0.953
N 11.42 -7.92 19.99 0.033
H 11.92 -9.66 22.88 0.442
H 12.44 -8.01 22.33 0.266
H 13.02 -9.43 21.51 0.338
H 10.99 -9.84 20.47 -0.108
H 9.70 -9.66 22.40 0.442
H 9.00 -8.78 21.05 0.448
H 8.90 -6.41 23.58 0.302
H 8.50 -8.10 23.91 0.311
H 7.91 -7.22 22.38 0.360
H 10.72 -7.87 19.30 -0.073
H 11.52 -7.02 20.39 -0.220
C 9.66 -6.78 16.87 -0.962
C 9.35 -5.37 16.48 0.700
C 8.66 -5.24 15.19 -0.615
O 7.31 -5.63 15.41 -0.335
C 6.62 -6.17 14.35 -0.812
N 8.69 -4.74 17.58 -0.619
H 10.33 -6.78 17.78 -0.333
H 10.16 -7.35 16.11 0.353
H 8.72 -7.35 17.10 0.379
H 10.31 -4.84 16.30 0.137
H 9.15 -5.89 14.44 0.189
H 8.60 -4.20 14.76 0.372
H 6.99 -7.18 14.08 0.295
H 6.66 -5.50 13.46 0.301
H 5.63 -6.28 14.64 0.290
H 7.83 -5.27 17.79 0.257
H 8.27 -3.85 17.27 0.243
C 11.59 -6.92 11.32 -1.446
C 12.26 -6.48 12.67 1.378
C 13.78 -6.48 12.53 -0.946
O 14.45 -6.24 13.72 0.026
C 15.71 -5.66 13.52 -0.799
N 11.81 -5.15 13.11 -0.536
H 12.03 -6.24 10.58 0.457
H 10.53 -6.74 11.42 0.343
H 11.80 -7.97 11.00 0.193
H 12.00 -7.08 13.58 -0.412
H 13.98 -5.73 11.72 0.508
H 14.18 -7.46 12.15 0.031
H 16.31 -6.25 12.82 0.344
H 16.18 -5.72 14.53 0.128
H 15.57 -4.60 13.25 0.317
H 11.95 -4.46 12.40 0.252
H 12.28 -4.85 13.93 0.203
C 13.02 -9.90 14.82 -0.993
C 12.41 -10.46 13.55 0.659
C 13.45 -10.48 12.44 -0.653
O 12.79 -10.71 11.20 -0.364
C 13.77 -10.70 10.16 -0.853
N 11.74 -11.70 13.81 -0.673
H 13.08 -8.79 14.73 0.079
H 13.96 -10.38 15.02 0.538
H 12.27 -10.01 15.64 0.082
H 11.67 -9.71 13.19 -0.040
H 14.18 -11.29 12.59 0.553
H 14.00 -9.54 12.52 0.109
H 13.41 -11.28 9.32 0.325
H 14.63 -11.31 10.38 0.374
H 14.14 -9.74 9.85 0.294
H 12.41 -12.39 14.08 0.275
H 11.33 -12.04 12.95 0.290
C 12.75 -4.44 20.57 -0.461
C 11.40 -3.73 20.53 -0.357
O 10.56 -4.71 20.06 -0.389
H 13.00 -4.63 19.51 -0.021
H 12.71 -5.42 21.06 -0.041
H 13.54 -3.86 21.04 0.480
H 11.42 -2.91 19.86 0.362
H 11.18 -3.39 21.56 0.206
H 9.97 -4.43 19.32 0.236
C 15.35 -8.04 17.23 -0.725
C 14.12 -7.42 17.93 0.826
O 14.05 -8.08 19.20 0.707
H 15.19 -9.08 16.98 0.159
H 16.24 -7.98 17.89 0.026
H 15.58 -7.56 16.29 0.118
H 13.16 -7.68 17.44 0.009
H 14.31 -6.37 18.12 -0.519
H 13.11 -8.10 19.53 -0.148
```

=====

C7H9N as an isolated structure at a distorted geometry. Source: the OMol25 dataset; level of theory: the ωB97M-V functional and the def2-TZVPD basis.

Output
E_HOMO = -8.26 eV
LUMO = 0.0279 hartree
Energy above the lowest of the compared OMol25 structures with the same formula, charge and spin = 4.2422 eV
2S+1 = 1
Total charge = 0
Total energy = -326.735074 hartree
Kohn-Sham gap = 0.331 hartree

```
17
Properties=species:S:1:pos:R:3:nbo_charge:R:1
C 2.31 0.89 -0.40 -0.394
C 1.10 0.29 -0.10 -0.028
C 0.97 -0.98 0.58 -0.244
C -0.30 -1.50 0.76 -0.174
C -1.40 -0.63 0.08 -0.106
C -1.20 0.79 0.80 -0.387
C -0.21 0.89 -0.51 -0.080
H 2.48 1.71 -1.09 0.214
H 3.09 0.45 0.25 0.196
H 1.93 -1.36 1.10 0.216
H -0.60 -2.45 1.40 0.237
H -2.34 -1.38 -0.12 0.212
H -0.74 0.90 1.83 0.211
H -2.04 1.32 0.63 0.192
H -0.06 1.78 -1.01 0.197
H -1.86 0.58 -1.66 0.363
N -1.07 0.00 -1.22 -0.625
```

=====

What is the total energy in the second record?
-936.106626 hartree